Entry 1:
Molecular formula: C35H28BrCl3N3O6SSiY
Method: DFT, ωB97M-V with the def2-TZVPD basis set

XYZ file:
```
79
Properties=species:S:1:pos:R:3:forces:R:3:lowdin_charge:R:1
Y 0.04218 -0.13744 0.29330 0.24 -0.78 -0.22 1.3506
O 3.66678 1.88246 2.29280 -0.17 -0.09 -0.15 0.0591
C 3.02548 2.62836 3.20100 -0.16 0.07 0.07 -0.2698
C 3.77908 3.27246 4.18430 0.08 -0.01 -0.01 -0.0322
C 3.16708 4.06336 5.13480 0.05 -0.06 -0.04 -0.1200
C 1.78808 4.21846 5.13280 -0.11 0.14 0.17 -0.1235
C 1.03128 3.57586 4.17410 0.05 0.00 0.00 -0.0405
C 1.62568 2.78396 3.19940 0.29 -0.12 -0.05 -0.0685
C 0.79958 2.07786 2.19230 -1.04 0.28 -0.09 -0.4313
O 1.38378 1.28646 1.35430 0.34 0.40 0.32 -0.1948
N -0.48132 2.32866 2.22460 0.31 0.50 0.54 0.0554
N -1.22722 1.59696 1.32240 -0.53 0.49 -0.07 -0.0703
C -2.46802 1.95176 1.27500 0.78 0.14 0.34 -0.0773
C -3.47572 1.36466 0.44970 -0.25 -0.43 -0.51 -0.1509
C -4.74362 1.95486 0.43230 0.06 0.05 0.04 -0.0825
C -5.75942 1.48616 -0.36850 -0.33 0.19 0.03 -0.1490
C -5.51602 0.38456 -1.18960 0.00 0.01 0.05 -0.1308
C -4.29722 -0.23904 -1.18210 0.11 -0.13 -0.03 -0.0255
C -3.22252 0.20286 -0.35770 -0.15 0.19 0.13 -0.3631
O -2.11782 -0.43004 -0.34270 -0.13 0.12 0.07 -0.1837
H 2.94378 1.49736 1.71090 0.24 -0.01 0.08 0.0780
H 4.84858 3.12526 4.18330 0.13 -0.01 -0.04 0.1052
H 3.76728 4.55526 5.88790 0.07 0.04 0.07 0.0871
H 1.30768 4.82956 5.88440 -0.04 0.05 0.05 0.0832
H -0.04462 3.65926 4.15290 -0.05 0.02 0.00 0.1000
H -2.78192 2.79206 1.90910 0.17 -0.18 -0.04 0.1190
H -4.92052 2.81506 1.07110 0.04 0.03 0.01 0.0975
H -6.73182 1.96296 -0.36880 0.00 0.04 0.02 0.0765
H -6.30332 0.01746 -1.83480 -0.07 -0.06 -0.08 0.0858
H -4.11312 -1.09614 -1.81460 0.09 -0.08 -0.03 0.1033
Cl 7.16938 -3.32864 0.42430 0.44 -0.27 0.11 0.5901
C 5.73098 -2.41404 0.09930 -0.20 0.11 -0.07 -0.7170
C 4.62918 -2.56074 0.92750 -0.10 0.11 -0.07 -0.1505
C 3.49528 -1.83254 0.64600 0.05 0.22 -0.28 -0.5344
Cl 2.06368 -1.94214 1.61940 0.45 -0.34 0.22 0.8325
C 3.37298 -0.92904 -0.45630 -0.05 -0.16 0.17 -0.5026
O 2.31618 -0.28334 -0.69720 -0.13 0.03 0.15 -0.1994
C 4.55328 -0.84654 -1.25000 -0.09 -0.07 0.15 -0.5978
Cl 4.50698 0.21376 -2.60980 0.00 0.24 -0.32 0.6781
C 5.70258 -1.55934 -0.99020 -0.15 -0.05 0.19 -0.1666
H 4.65928 -3.22774 1.77440 0.00 -0.06 0.08 0.0963
H 6.56368 -1.44494 -1.62890 0.09 -0.01 -0.06 0.0910
C 1.61508 2.00776 -5.12950 -0.56 -0.29 0.08 -0.1883
Si 0.03438 0.94756 -5.25880 -0.02 0.26 -0.58 0.5419
C -1.55352 2.00336 -5.13690 0.58 -0.29 0.07 -0.1963
C 0.03488 0.26826 -7.06200 0.01 0.13 0.65 -0.2048
C 0.04718 -0.53714 -4.10200 0.02 0.29 -0.17 -0.2639
C 0.10998 -1.85234 -4.50870 -0.02 -0.06 0.05 -0.1027
C 0.13638 -2.88094 -3.56560 0.04 -0.08 -0.04 -0.0888
C 0.12708 -2.53724 -2.22590 -0.01 -0.19 -0.05 -0.1263
N 0.07498 -1.28484 -1.79670 -0.08 -0.31 -0.96 -0.0731
C 0.02298 -0.28604 -2.70920 0.03 -0.36 0.04 -0.7605
S -0.06112 1.29416 -2.10240 -0.07 1.00 0.18 0.6604
H 1.69088 2.72016 -5.94750 -0.09 0.10 -0.22 0.0129
H 2.50458 1.38436 -5.14430 0.12 -0.20 0.00 0.0146
H 1.61718 2.55386 -4.19390 0.01 0.08 0.20 -0.0022
H -1.61722 2.72946 -5.94360 0.09 0.10 -0.24 0.0118
H -1.57002 2.53336 -4.19250 -0.01 0.07 0.17 -0.0137
H -2.44212 1.38006 -5.17790 -0.13 -0.20 -0.01 0.0226
H 0.03658 1.09236 -7.76830 0.00 0.26 -0.12 0.0098
H -0.84192 -0.33634 -7.27040 -0.23 -0.16 -0.01 0.0140
H 0.91308 -0.33524 -7.26700 0.24 -0.16 -0.01 0.0137
H 0.14448 -2.08894 -5.56620 -0.02 -0.05 -0.06 0.0870
H 0.17538 -3.91784 -3.86940 0.02 -0.03 0.05 0.0826
H 0.16588 -3.29554 -1.45110 -0.03 -0.04 0.02 0.1144
Br -1.38392 -4.00764 7.20400 0.05 0.04 0.02 0.6738
C -2.05452 -3.54004 5.47940 -0.07 -0.16 0.17 -0.6808
C -3.27902 -4.05854 5.09830 0.00 -0.03 0.12 -0.1583
C -3.77742 -3.72604 3.84970 -0.09 -0.02 -0.03 -0.0846
C -3.03942 -2.93064 2.99230 0.14 0.05 -0.03 -0.0114
C -1.79532 -2.44764 3.38220 -0.05 -0.04 -0.16 -0.1033
C -1.30722 -2.72894 4.65160 0.01 0.10 -0.07 -0.0616
C -0.93802 -1.69264 2.38620 -0.26 -0.65 0.57 -0.6983
O -0.35962 -0.65604 2.75520 0.13 0.36 -0.01 -0.0605
O -0.83562 -2.20464 1.24910 -0.07 -0.09 -0.36 -0.1108
H -3.82702 -4.71184 5.76310 -0.01 0.03 0.03 0.0872
H -4.74032 -4.11254 3.54330 -0.05 0.01 -0.03 0.0987
H -3.40732 -2.67674 2.01010 0.00 -0.03 -0.16 0.1217
H -0.35592 -2.32444 4.96280 0.07 0.02 0.01 0.1168
```
Forces are in eV/Å.

Values from the calculation:
- Kohn-Sham gap: 5.96 eV
- Total charge: -2
- E_HOMO: -0.0839 Eh

Entry 2:
Molecular formula: C35H28F3O5PSV
Method: DFT, ωB97M-V with the def2-TZVPD basis set

XYZ file:
```
74
Properties=species:S:1:pos:R:3:forces:R:3:lowdin_charge:R:1
V -0.29412 0.43629 0.95445 3.60 -0.24 -2.96 1.0486
O -1.57312 -1.80521 -1.30545 -0.54 0.84 0.69 0.1987
C -1.99142 -0.81281 -0.77245 -1.30 -1.90 -3.98 -0.4462
O -1.51002 -0.43601 0.40645 -3.62 -2.51 1.35 -0.1316
C -3.00582 0.11469 -1.32615 -0.08 0.10 0.06 -0.1181
C -4.00712 -0.37621 -2.16415 0.22 0.02 0.23 0.0506
C -5.01882 0.47369 -2.58975 -0.01 0.04 -0.04 0.0117
C -5.03092 1.80849 -2.21095 0.10 -0.02 -0.02 0.0038
C -4.01282 2.31719 -1.41615 0.23 0.01 0.15 -0.0390
C -2.99312 1.47189 -0.98025 0.19 -0.18 0.27 -0.2745
P -1.61812 2.25199 -0.09495 -1.05 1.67 -0.98 1.1981
C -2.33402 3.21789 1.24385 0.35 -0.55 -0.46 -0.3411
C -2.20592 4.60949 1.29415 0.21 0.21 0.08 -0.0365
C -2.88702 5.31119 2.27275 0.16 0.05 -0.20 -0.0047
C -3.64332 4.63869 3.22285 0.02 -0.12 0.02 0.0170
C -3.77342 3.25389 3.17055 0.02 -0.25 -0.06 -0.0129
C -3.12822 2.53899 2.18145 -0.17 -0.17 0.00 -0.0828
C -0.62652 3.21849 -1.22465 -0.10 -0.42 0.61 -0.3361
C -0.89372 3.23939 -2.59795 -0.06 -0.16 -0.13 -0.0419
C -0.13042 4.04829 -3.41905 -0.13 -0.13 0.03 -0.0162
C 0.88908 4.82319 -2.88135 -0.05 -0.03 0.04 0.0056
C 1.16848 4.78659 -1.51985 0.02 -0.02 0.21 -0.0206
C 0.42308 3.97719 -0.68635 0.11 0.03 0.08 -0.0833
H -4.00532 -1.41741 -2.45045 0.01 -0.09 0.03 0.1441
H -5.81222 0.09019 -3.21375 -0.03 -0.06 -0.05 0.1366
H -5.81982 2.46709 -2.54665 -0.05 -0.02 0.01 0.1362
H -4.00492 3.36289 -1.13805 -0.04 0.06 -0.04 0.1299
H -1.60752 5.13989 0.56845 0.01 0.04 -0.05 0.1161
H -2.82662 6.38899 2.29105 0.03 0.07 0.02 0.1341
H -4.13342 5.19219 4.00925 -0.10 0.06 0.04 0.1366
H -4.38432 2.73679 3.89485 -0.05 -0.03 0.06 0.1329
H -3.24712 1.46099 2.11195 -0.13 0.10 0.06 0.1140
H -1.69682 2.64599 -3.01155 -0.02 -0.02 -0.05 0.1155
H -0.33032 4.07209 -4.47905 -0.04 0.04 -0.08 0.1309
H 1.46978 5.45989 -3.52745 0.12 0.10 -0.11 0.1331
H 1.96548 5.38959 -1.11365 0.07 0.05 0.03 0.1301
H 0.63158 3.93319 0.37675 0.08 0.10 0.02 0.1161
O 1.10528 -0.22351 0.14695 -2.07 2.14 0.20 -0.5499
S 2.23558 -1.25861 -0.03155 1.78 -2.71 -0.07 1.2261
C 1.33688 -2.76851 -0.63075 -0.10 -0.01 -0.34 -0.2105
C 1.99798 -3.28871 -1.86125 0.43 -0.06 -0.53 -0.2960
C 1.90168 -2.56541 -3.05815 -0.06 -0.32 0.45 -0.0533
C 2.50908 -3.03621 -4.20315 0.25 -0.26 -0.05 -0.0497
C 3.22858 -4.23201 -4.16965 -0.04 0.09 0.42 -0.0298
C 3.32678 -4.95751 -2.98185 0.02 0.23 -0.51 -0.0380
C 2.72748 -4.48091 -1.83145 -0.38 0.36 0.17 -0.0225
C 2.56058 -1.73021 1.75685 0.13 0.15 -0.05 -0.2168
C 3.13528 -3.09031 1.88935 0.23 -0.55 -0.04 -0.3067
C 4.50808 -3.32321 1.72185 -0.45 0.25 0.18 -0.0183
C 5.03168 -4.57581 1.97495 -0.16 -0.30 -0.10 -0.0331
C 4.18918 -5.62391 2.33825 -0.14 0.18 -0.07 -0.0223
C 2.82568 -5.39841 2.51945 0.26 -0.14 -0.18 -0.0388
C 2.29768 -4.14781 2.27265 0.27 0.34 0.15 -0.0594
H 0.31638 -2.42621 -0.84015 0.29 0.07 0.18 0.0747
H 1.33508 -3.51261 0.16615 0.06 0.23 0.09 0.0898
H 1.33068 -1.64631 -3.08415 -0.07 0.13 -0.05 0.1097
H 2.43388 -2.47791 -5.12255 0.00 0.04 -0.11 0.1154
H 3.73418 -4.58131 -5.05625 -0.05 -0.08 -0.10 0.1197
H 3.87318 -5.88781 -2.96005 0.05 -0.05 0.00 0.1201
H 2.79518 -5.04641 -0.91385 0.05 -0.06 0.17 0.1154
H 1.57528 -1.67031 2.22655 0.10 0.04 -0.08 0.0819
H 3.23448 -0.96101 2.13845 -0.15 0.10 -0.10 0.1194
H 5.16038 -2.51531 1.42715 0.13 0.14 0.01 0.1242
H 6.09378 -4.74371 1.89435 0.10 -0.02 -0.11 0.1233
H 4.58668 -6.62071 2.45905 0.08 -0.01 0.20 0.1241
H 2.18168 -6.19421 2.85755 -0.06 -0.13 -0.03 0.1214
H 1.24318 -3.97431 2.43615 -0.14 0.04 0.05 0.1196
F -0.84812 0.61279 5.24525 0.08 0.34 -0.39 0.2803
C -0.54582 0.51929 3.99115 0.25 -0.37 0.33 -0.5026
F 0.41298 -0.40901 3.79575 0.00 0.11 0.36 0.1572
F -1.62442 0.03409 3.28605 0.01 0.09 -0.32 0.1281
C -0.14902 1.82279 3.21595 -1.57 1.23 4.43 -0.4345
O -0.40002 2.92539 3.56875 0.50 -0.47 -0.42 0.2659
O 0.34188 1.42459 2.08745 2.39 2.56 1.40 -0.0891
```
Forces are in eV/Å.

Values from the calculation:
- Kohn-Sham gap (spin up / spin down): 4.37 / 3.57 eV
- Total charge: +3
- Energy relative to the best compared isomer or geometry (same formula, charge and spin): 52.3 kcal/mol
- E_HOMO (spin up / spin down): -0.5842 / -0.5841 Eh

Entry 3:
Molecular formula: C35H28F4N6S3Y
Method: DFT, ωB97M-V with the def2-TZVPD basis set

XYZ file:
```
77
Properties=species:S:1:pos:R:3:forces:R:3:lowdin_charge:R:1
Y -0.43176 0.23334 -0.09330 -0.12 0.06 0.10 1.3949
C -2.31515 2.37408 2.00334 0.07 0.05 -0.05 -0.1043
N -0.96278 2.23142 1.43388 0.05 -0.14 0.17 -0.3402
C -0.55910 3.50853 0.83023 0.02 -0.02 -0.03 -0.0752
C -0.04378 1.88381 2.53415 0.11 0.13 0.01 -0.2139
C 1.39572 1.67392 2.09417 0.14 -0.07 -0.06 -0.2334
N 1.45257 0.90353 0.85244 0.74 0.09 0.35 -0.1426
C 2.70432 0.65059 0.31302 -0.56 0.23 0.24 -0.1776
C 2.75503 0.19068 -1.00104 0.07 -0.05 -0.26 -0.1343
F 1.54498 0.04427 -1.65248 -0.24 0.06 0.16 -0.0036
C 3.90138 -0.09117 -1.69878 0.02 -0.02 -0.06 -0.2213
F 3.79904 -0.51371 -2.96415 0.01 0.00 0.02 0.1047
C 5.13356 0.07404 -1.10139 0.04 -0.02 -0.03 0.0770
C 5.12931 0.52992 0.20050 0.00 0.05 0.15 -0.2082
F 6.28688 0.70311 0.84204 -0.01 -0.01 -0.04 0.1124
C 3.96386 0.81210 0.89804 0.18 -0.06 0.02 -0.1398
F 4.08403 1.21708 2.17437 0.04 0.01 0.00 0.0890
H -2.30889 3.13548 2.79217 -0.04 0.01 -0.01 0.0993
H -2.64493 1.42559 2.42426 0.00 -0.01 0.00 0.0799
H -3.02060 2.65672 1.22600 0.00 0.00 -0.01 0.0698
H -0.50351 4.29581 1.59112 -0.01 0.01 -0.01 0.1057
H -1.28872 3.79782 0.07566 -0.01 0.02 0.01 0.0828
H 0.41652 3.40808 0.35526 0.00 0.01 0.00 0.0853
H -0.44458 0.98518 3.01132 0.01 -0.01 -0.02 0.0940
H -0.04486 2.67448 3.29635 -0.12 -0.03 0.04 0.1344
H 1.90473 1.17464 2.92133 0.02 0.01 0.02 0.1184
H 1.89099 2.64412 1.98047 -0.01 0.02 -0.04 0.1228
H 6.05398 -0.14791 -1.62038 -0.01 0.01 0.01 0.1424
S -2.12057 -4.06075 5.81171 0.16 -0.36 0.03 1.0776
C -1.54391 -3.38255 7.26361 -0.20 0.14 0.10 -0.3936
C -0.89711 -2.20487 7.05088 0.12 -0.03 -0.17 -0.1634
C -0.81428 -1.88549 5.66816 0.19 0.05 0.21 -0.1151
C -1.40004 -2.82514 4.86787 -0.20 0.13 -0.39 -0.4923
C -1.47656 -2.84249 3.39699 0.05 0.19 0.32 -0.1741
C -0.83503 -1.83708 2.65102 0.02 0.02 -0.05 -0.0447
N -0.85574 -1.76610 1.33602 0.00 -0.01 -0.15 0.0382
C -1.49060 -2.74268 0.63813 0.04 0.11 -0.20 -0.1633
C -2.17981 -3.76986 1.27833 -0.09 -0.22 0.14 -0.1153
C -2.86868 -4.76655 0.50026 0.06 0.08 0.11 0.0040
C -2.84638 -4.72215 -0.84425 0.06 0.09 -0.12 0.0067
C -2.12246 -3.68480 -1.53293 -0.14 -0.24 -0.10 -0.1146
C -2.07668 -3.60438 -2.93410 -0.19 -0.21 0.02 0.0551
C -1.36360 -2.61333 -3.56247 0.19 0.10 -0.26 -0.1699
C -0.68970 -1.70114 -2.72953 0.04 0.01 0.00 -0.0514
N -0.73245 -1.73757 -1.41510 -0.03 -0.32 -0.17 -0.0061
C -1.44430 -2.71496 -0.80295 0.10 0.11 0.15 -0.1808
C -1.26186 -2.47925 -5.02445 0.12 -0.05 0.37 -0.4930
C -0.82054 -1.39915 -5.73444 -0.02 0.17 -0.20 -0.1151
C -0.87042 -1.60317 -7.13970 -0.09 0.09 0.13 -0.1658
C -1.35704 -2.83158 -7.46175 0.17 -0.07 -0.06 -0.3957
S -1.69069 -3.76398 -6.07550 -0.27 -0.12 -0.04 1.0747
C -2.16342 -3.79326 2.68148 -0.15 -0.21 -0.05 0.0498
H -1.73698 -3.87572 8.20278 -0.04 0.03 -0.01 0.0753
H -0.47769 -1.60086 7.84139 0.01 -0.01 -0.02 0.1097
H -0.31445 -1.00057 5.29892 -0.01 -0.02 0.03 0.1048
H -0.27784 -1.06321 3.16169 0.00 0.01 -0.01 0.1013
H -3.40304 -5.55126 1.02040 0.01 0.02 0.01 0.1253
H -3.36550 -5.46914 -1.43116 0.01 0.02 -0.01 0.1258
H -2.62539 -4.34059 -3.51197 0.02 0.03 -0.01 0.1179
H -0.08978 -0.91320 -3.16774 0.00 0.00 -0.01 0.1121
H -0.49862 -0.46998 -5.28418 -0.01 -0.02 -0.01 0.1086
H -0.57770 -0.86590 -7.87212 -0.01 0.00 0.01 0.1087
H -1.51333 -3.24835 -8.44374 0.04 -0.01 0.02 0.0745
H -2.69918 -4.58645 3.19214 0.02 0.02 -0.01 0.1136
C -3.99666 4.34444 -3.47398 0.02 -0.01 0.05 -0.0181
C -2.99220 3.40294 -2.88620 -0.18 0.05 0.00 -0.3086
C -1.62559 3.54676 -3.16275 0.03 0.05 -0.05 -0.0106
C -0.77790 2.66621 -2.55330 0.04 -0.04 0.02 -0.1244
N -1.23222 1.69705 -1.74883 -0.08 -0.10 -0.12 -0.0960
C -2.57432 1.59632 -1.53959 -0.10 0.09 -0.12 -0.8207
S -3.11936 0.29666 -0.52019 -0.17 0.29 -0.12 0.6089
N -3.45401 2.45178 -2.08229 0.12 -0.10 0.02 0.1174
H -3.63758 4.78032 -4.40449 -0.01 -0.01 -0.01 0.0824
H -4.18059 5.16043 -2.77103 0.00 -0.02 0.01 0.0949
H -4.94097 3.83044 -3.63537 0.01 -0.01 -0.01 0.0876
H -1.25571 4.31988 -3.81988 -0.03 0.00 0.00 0.1164
H 0.29652 2.71608 -2.69567 0.00 -0.02 0.02 0.1230
```
Forces are in eV/Å.

Values from the calculation:
- Kohn-Sham gap: 7.01 eV
- Total charge: +1
- Energy relative to the best compared isomer or geometry (same formula, charge and spin): 5.8 kcal/mol
- E_HOMO: -0.3825 Eh